Computed, not measured: 2 unconnected molecules or ions with the total composition C5H14 in a non-equilibrium geometry, with the ωB97M-V functional and the def2-TZVPD basis.

Results
Spin multiplicity: 1
Gap between HOMO and LUMO, eV: 12.673
Net charge: 0

Each line ends with the Löwdin charge.
CARTESIAN COORDINATES (ANGSTROEM)
C (0.55, 0.11, -1.99)  -0.1303
C (-0.29, -1.15, -1.90)  -0.3081
C (-1.58, -0.91, -1.09)  -0.1198
H (0.87, 0.45, -1.00)  0.0555
H (1.47, 0.00, -2.55)  0.0653
H (0.01, 0.92, -2.46)  0.0693
H (-0.55, -1.51, -2.89)  0.0918
H (0.26, -1.95, -1.39)  0.0982
H (-1.41, -1.12, -0.04)  0.0444
H (-1.97, 0.10, -1.24)  0.0716
H (-2.41, -1.52, -1.45)  0.0628
C (0.72, 0.05, 2.15)  -0.1577
C (0.61, 1.58, 2.36)  -0.1588
H (-0.22, -0.24, 1.70)  0.0362
H (1.50, -0.20, 1.45)  0.0538
H (0.75, -0.49, 3.09)  0.0596
H (1.28, 1.96, 3.12)  0.0563
H (-0.40, 1.81, 2.68)  0.0556
H (0.81, 2.10, 1.43)  0.0544



Computed, not measured: 11 unconnected molecules or ions with the total composition H24NO10 in a non-equilibrium geometry, with the ωB97M-V functional and the def2-TZVPD basis.

Results
Spin multiplicity: 1
Gap between HOMO and LUMO, eV: 9.934
Net charge: +1

Each line ends with the Löwdin charge.
CARTESIAN COORDINATES (ANGSTROEM)
N (0.27, 0.44, 0.65)  0.2683
H (-0.46, 0.86, 0.00)  0.1245
H (0.59, -0.36, -0.02)  0.1201
H (-0.18, -0.08, 1.46)  0.1060
H (1.14, 1.02, 0.72)  0.1228
O (1.69, -0.32, 3.49)  0.0165
H (1.69, 0.26, 4.24)  0.0520
H (0.88, -0.67, 3.58)  -0.0564
O (-2.91, -0.50, 0.06)  -0.0389
H (-3.35, 0.49, 0.20)  0.1784
H (-2.79, -0.91, 0.80)  -0.0984
O (0.85, -1.88, -1.87)  -0.0833
H (0.04, -1.47, -2.17)  -0.0220
H (0.53, -2.39, -1.08)  0.0133
O (0.19, 0.95, -2.52)  -0.0331
H (1.08, 1.17, -2.60)  0.0124
H (0.02, 1.03, -3.48)  0.0860
O (-2.54, 2.44, -1.05)  -0.0060
H (-2.06, 3.08, -1.57)  0.0503
H (-2.84, 2.01, -1.78)  -0.0129
O (0.12, -2.53, 0.69)  -0.1041
H (1.06, -2.78, 1.13)  0.1687
H (-0.36, -2.79, 1.49)  0.0454
O (-2.04, -0.95, 2.50)  -0.0358
H (-2.68, -0.36, 2.87)  0.0646
H (-2.09, -1.85, 2.87)  0.0941
O (-2.03, -0.84, -2.39)  -0.1263
H (-2.42, -0.83, -1.45)  0.0044
H (-1.74, 0.14, -2.51)  0.0340
O (3.35, -0.41, 0.01)  -0.1517
H (4.05, -1.02, -0.43)  0.0956
H (3.45, 0.58, -0.28)  0.0277
O (3.08, 2.46, -0.59)  -0.0898
H (4.02, 2.96, -0.35)  0.1869
H (2.36, 3.03, -0.62)  -0.0134



Computed, not measured: 2 unconnected molecules or ions with the total composition C22H38FN4O6, with the ωB97M-V functional and the def2-TZVPD basis.

Results
Spin multiplicity: 1
Gap between HOMO and LUMO, eV: 8.788
Net charge: +1

Each line ends with the Löwdin charge.
CARTESIAN COORDINATES (ANGSTROEM)
C (1.55, 1.49, 2.63)  -0.0679
C (2.35, 0.24, 2.85)  -0.3542
C (1.95, -0.56, 4.06)  -0.0445
C (3.32, -0.12, 2.01)  -0.0933
C (4.19, -1.35, 2.15)  -0.1751
C (3.44, -2.64, 1.76)  -0.1587
C (3.82, -3.23, 0.40)  -0.3825
C (5.17, -3.94, 0.41)  -0.0579
C (3.74, -2.17, -0.73)  -0.1428
C (2.35, -2.17, -1.41)  -0.0532
C (1.64, -0.86, -1.49)  -0.1940
N (0.33, -0.77, -1.62)  0.2308
C (0.01, 0.54, -1.67)  -0.2315
N (-1.23, 0.98, -1.79)  -0.0718
O (-1.51, 2.33, -1.82)  0.0588
C (-2.38, 0.08, -1.97)  -0.1009
C (-3.27, 0.02, -0.74)  -0.1539
C (-2.69, -0.87, 0.38)  -0.1411
C (-3.51, -2.12, 0.69)  -0.1653
O (-2.75, -3.26, 0.23)  -0.0536
C (-3.51, -4.37, 0.04)  -0.3572
O (-3.41, -5.05, -0.93)  0.1155
N (1.13, 1.30, -1.57)  0.0958
C (1.43, 2.72, -1.57)  0.0037
C (1.58, 3.32, -2.96)  -0.4840
O (2.37, 4.18, -3.17)  0.1758
O (0.69, 2.85, -3.87)  0.1144
N (2.14, 0.37, -1.47)  0.0283
F (3.41, 0.79, -1.40)  0.1421
H (1.61, 2.16, 3.49)  0.0857
H (1.91, 2.04, 1.76)  0.0579
H (0.49, 1.26, 2.46)  0.0744
H (1.02, -1.08, 3.84)  0.0905
H (1.81, 0.08, 4.93)  0.0857
H (2.68, -1.32, 4.33)  0.0739
H (3.46, 0.53, 1.14)  0.0838
H (5.04, -1.19, 1.49)  0.1043
H (4.56, -1.40, 3.17)  0.1112
H (2.36, -2.45, 1.81)  0.1110
H (3.65, -3.40, 2.52)  0.1164
H (3.08, -3.99, 0.16)  0.1312
H (5.32, -4.44, -0.55)  0.0824
H (5.15, -4.74, 1.16)  0.0842
H (6.01, -3.27, 0.60)  0.0843
H (4.49, -2.43, -1.48)  0.1192
H (4.01, -1.19, -0.35)  0.0785
H (1.66, -2.82, -0.88)  0.1300
H (2.40, -2.55, -2.43)  0.1411
H (-1.67, 2.59, -0.90)  0.1308
H (-2.00, -0.90, -2.24)  0.1295
H (-2.93, 0.46, -2.83)  0.1393
H (-4.22, -0.41, -1.07)  0.1187
H (-3.52, 1.01, -0.37)  0.0787
H (-1.70, -1.23, 0.10)  0.0965
H (-2.60, -0.27, 1.29)  0.1104
H (-4.47, -2.10, 0.16)  0.1225
H (-3.69, -2.23, 1.76)  0.1263
H (-4.20, -4.60, 0.87)  0.1508
H (2.33, 2.94, -0.99)  0.1416
H (0.61, 3.23, -1.08)  0.1383
H (1.16, 2.54, -4.65)  0.1423
C (-4.62, 4.42, -1.24)  -0.0149
C (-5.54, 3.52, -0.45)  -0.4882
O (-5.39, 2.31, -0.44)  0.0551
C (-6.65, 4.19, 0.31)  -0.0162
H (-3.87, 3.83, -1.76)  0.0634
H (-5.19, 4.99, -1.97)  0.0926
H (-4.13, 5.13, -0.57)  0.0891
H (-7.29, 4.74, -0.37)  0.0914
H (-6.23, 4.89, 1.04)  0.0895
H (-7.24, 3.44, 0.83)  0.0853



Computed, not measured: a molecular structure, C9H54CdNO19 in a non-equilibrium geometry, with the ωB97M-V functional and the def2-TZVPD basis.

Results
Spin multiplicity: 1
Gap between HOMO and LUMO, eV: 4.861
Net charge: +1

Each line ends with the Löwdin charge.
CARTESIAN COORDINATES (ANGSTROEM)
Cd (2.04, 1.02, 2.52)  1.3060
C (0.04, 4.23, 1.87)  -0.0452
C (1.27, 4.88, 2.68)  -0.4352
C (0.67, 6.33, 2.95)  -0.1280
C (1.44, 7.14, 4.09)  -0.1547
C (1.57, 6.23, 5.33)  -0.1566
C (2.24, 4.86, 5.15)  -0.4805
N (1.54, 4.20, 3.97)  -0.1166
O (1.54, 2.69, 3.89)  -0.3740
C (1.90, 4.08, 6.44)  -0.0457
C (3.75, 4.97, 4.97)  -0.0400
C (2.55, 5.05, 1.85)  -0.0430
H (-0.16, 4.75, 0.93)  0.0579
H (-0.93, 4.20, 2.37)  0.0762
H (0.11, 3.18, 1.57)  0.0215
H (-0.40, 6.31, 3.13)  0.1037
H (0.82, 6.92, 2.04)  0.1033
H (1.05, 8.13, 4.28)  0.1078
H (2.43, 7.24, 3.64)  0.0778
H (0.54, 6.23, 5.69)  0.1174
H (2.12, 6.79, 6.08)  0.1152
H (2.28, 4.65, 7.29)  0.0825
H (2.39, 3.11, 6.45)  0.0508
H (0.84, 4.01, 6.67)  0.0918
H (4.14, 4.00, 4.66)  0.0571
H (4.38, 5.23, 5.82)  0.0811
H (4.02, 5.73, 4.24)  0.0672
H (2.27, 5.21, 0.81)  0.0688
H (3.19, 4.16, 1.85)  0.0495
H (3.09, 5.92, 2.23)  0.0665
O (1.70, 1.44, -2.70)  -0.0330
H (2.31, 1.83, -3.32)  0.0665
H (1.53, 2.13, -2.06)  -0.0023
O (0.07, 0.62, 2.28)  -0.1161
H (-0.74, 1.12, 2.28)  0.0160
H (-0.19, -0.26, 1.99)  0.0245
O (2.42, -0.55, 1.20)  -0.1150
H (2.58, -1.45, 1.51)  0.0450
H (2.39, -0.63, 0.24)  -0.0084
O (-2.52, 1.73, 1.97)  -0.0222
H (-2.96, 1.75, 1.12)  0.0583
H (-3.07, 1.17, 2.52)  0.0610
O (4.73, 1.35, -0.13)  -0.0172
H (5.06, 1.32, -1.03)  0.0704
H (5.52, 1.34, 0.41)  0.0461
O (1.12, 1.03, 6.70)  -0.0637
H (0.40, 0.45, 6.45)  0.0236
H (1.15, 1.69, 6.01)  -0.0245
O (2.07, -0.45, 3.98)  -0.0966
H (1.32, -0.96, 4.28)  0.0606
H (2.80, -0.75, 4.51)  0.0073
O (4.08, 1.41, 2.77)  -0.1010
H (4.53, 2.22, 2.99)  0.0198
H (4.76, 0.75, 2.74)  0.0222
O (5.60, -3.06, 0.23)  -0.0478
H (4.94, -2.39, 0.40)  -0.0024
H (6.39, -2.57, 0.00)  0.0259
O (5.99, -0.47, 3.79)  -0.0244
H (6.81, -0.48, 3.30)  0.0722
H (6.27, -0.30, 4.70)  0.0569
O (0.78, 3.50, -0.90)  -0.0405
H (-0.02, 3.01, -1.09)  0.0840
H (0.59, 4.39, -1.20)  0.0861
O (4.34, -2.48, 2.78)  -0.0428
H (4.08, -3.18, 3.38)  0.0522
H (5.04, -2.02, 3.25)  -0.0068
O (2.35, 2.12, 0.79)  -0.1305
H (1.88, 2.78, 0.28)  0.0038
H (3.17, 1.98, 0.30)  0.0024
O (1.93, -0.82, -1.36)  -0.0361
H (2.40, -1.07, -2.16)  0.0668
H (1.52, 0.01, -1.58)  0.0104
O (3.72, -1.43, 5.92)  -0.0221
H (4.21, -0.64, 6.14)  0.0081
H (3.32, -1.70, 6.75)  0.0702
O (5.76, 3.69, 2.50)  -0.0278
H (6.27, 2.98, 2.13)  0.0353
H (5.67, 4.32, 1.79)  0.0596
O (-1.01, -2.09, 2.58)  -0.0267
H (-0.78, -2.92, 2.16)  0.0554
H (-0.83, -2.23, 3.51)  0.0442
O (5.04, 1.25, 6.39)  -0.0333
H (5.33, 2.16, 6.39)  0.0507
H (4.63, 1.12, 7.24)  0.0528



Computed, not measured: a molecular structure, C21H39NP2Ru in a non-equilibrium geometry, with the ωB97M-V functional and the def2-TZVPD basis.

Results
Spin multiplicity: 5
Gap between HOMO and LUMO (spin up / spin down), eV: 8.536 / 4.801
Net charge: +2

Each line ends with the Löwdin charge.
CARTESIAN COORDINATES (ANGSTROEM)
P (3.74, 4.86, 1.36)  0.9821
P (5.58, 2.86, -0.05)  0.9593
C (5.58, 5.22, 1.46)  -0.4189
C (6.32, 4.55, 0.33)  -0.4225
H (5.94, 4.87, 2.44)  0.0899
H (5.73, 6.31, 1.43)  0.0939
H (6.28, 5.15, -0.59)  0.0887
H (7.38, 4.42, 0.58)  0.0937
C (6.81, 2.02, 1.06)  -0.2520
H (6.81, 0.94, 0.86)  0.0544
H (6.56, 2.20, 2.11)  0.0528
H (7.82, 2.42, 0.85)  0.0598
C (6.57, 2.74, -1.60)  -0.2579
H (7.63, 2.96, -1.38)  0.0677
H (6.20, 3.47, -2.33)  0.0535
H (6.48, 1.73, -2.02)  0.0519
C (3.46, 5.59, 3.03)  -0.2504
H (2.38, 5.69, 3.22)  0.0541
H (3.94, 6.58, 3.09)  0.0703
H (3.89, 4.93, 3.79)  0.0537
C (3.45, 6.43, 0.40)  -0.2388
H (3.82, 6.32, -0.62)  0.0556
H (3.98, 7.25, 0.90)  0.0621
H (2.38, 6.66, 0.38)  0.0565
Ru (0.14, 0.20, 0.13)  1.3014
C (1.98, 0.35, -1.03)  -0.2403
C (2.28, -0.19, 0.25)  -0.2434
C (2.92, 0.57, 1.39)  -0.1868
C (1.90, 1.27, 2.31)  -0.1744
C (0.58, 1.58, 1.64)  -0.2552
C (0.42, 2.27, 0.40)  -0.2598
C (1.54, 2.81, -0.45)  -0.2065
C (2.12, 1.79, -1.45)  -0.1818
C (-1.87, 0.26, 0.34)  -0.2344
H (2.02, -0.36, -1.86)  0.1090
H (2.46, -1.27, 0.28)  0.1129
H (3.67, 1.28, 1.00)  0.0457
H (3.46, -0.17, 1.99)  0.1226
H (1.67, 0.59, 3.14)  0.1166
H (2.34, 2.17, 2.76)  0.1090
H (-0.25, 1.69, 2.33)  0.1208
H (-0.51, 2.84, 0.32)  0.1142
H (2.32, 3.26, 0.18)  0.0039
H (1.13, 3.65, -1.04)  0.1233
H (1.56, 1.90, -2.39)  0.1219
H (3.17, 2.03, -1.68)  0.0933
H (-2.38, -0.10, -0.58)  0.0271
H (-2.18, 1.31, 0.57)  0.0188
H (-2.14, -0.41, 1.18)  0.0148
C (-0.26, -2.69, 2.06)  -0.0080
C (-0.37, -2.90, 0.62)  -0.2913
C (-0.69, -4.13, -0.03)  0.0205
C (-0.76, -3.86, -1.40)  0.0246
C (-0.48, -2.47, -1.56)  -0.2851
C (-0.49, -1.73, -2.83)  -0.0109
N (-0.25, -1.93, -0.33)  -0.0225
H (0.10, -1.67, 2.31)  0.0651
H (0.44, -3.43, 2.48)  0.1100
H (-1.24, -2.85, 2.55)  0.1158
H (-0.86, -5.06, 0.50)  0.1321
H (-0.98, -4.53, -2.23)  0.1293
H (0.21, -2.22, -3.54)  0.1108
H (-1.49, -1.78, -3.28)  0.1141
H (-0.20, -0.68, -2.70)  0.0632



> What is the spin multiplicity in the fifth record?

5